17
Properties=species:S:1:pos:R:3:forces:R:3:mulliken_charge:R:1 method="wB97M-V/def2-TZVPD" gap_ev=2.847 energy_ev=-12929.73669
C 1.934418 -1.657956 -1.430989 0.0 0.3 0.6 0.0894
N 1.064206 -2.402434 -0.741475 -0.5 0.0 0.1 -0.4900
C -0.077371 2.588725 2.370079 -0.9 -0.1 0.2 -0.4138
C 0.267183 1.375042 1.765599 1.1 -0.7 -2.0 0.1757
O -0.557590 0.572990 1.296553 -0.3 0.3 0.8 -0.4431
O 1.686361 -0.804737 -2.272673 0.0 -0.2 0.0 -0.4668
H 2.982861 -1.878630 -1.151528 0.3 0.0 -0.2 0.3333
H 1.472051 -2.811268 0.094756 0.2 0.0 -0.1 0.2073
H 0.626335 3.394694 2.509202 0.1 0.0 0.1 0.2750
H -1.139298 2.735550 2.539729 0.1 0.2 0.2 0.2757
H 1.286588 1.224591 1.374223 0.2 0.2 0.7 0.3414
H -2.032375 0.541677 -1.311071 -0.1 -0.5 -0.5 0.3370
H -1.493025 1.351677 -0.250694 0.4 0.2 0.8 0.3248
O -1.948100 1.466628 -1.072847 -0.4 0.3 -0.4 -0.6186
H -1.916307 -2.174945 -1.696934 -0.3 -0.1 -0.3 0.2670
H -0.659439 -1.983429 -0.902749 0.5 0.2 0.1 0.4105
O -1.496500 -1.538175 -1.119183 -0.6 0.1 0.1 -0.6048